C4H5LiO3Ru as an isolated structure at a distorted geometry. Source: OMol25; level of theory: wB97M-V/def2-TZVPD.

Structure (XYZ):
```
14
Properties=species:S:1:pos:R:3:forces:R:3:mulliken_spin:R:1
O 0.0529 -0.8494 -0.3552 -0.9 0.9 1.3 0.0110
H -3.8108 -0.1859 0.9074 0.2 0.2 0.1 0.0004
H 3.1839 -1.7326 0.3323 -0.3 -0.1 -0.3 0.0018
H 1.6993 -2.8012 -0.0684 0.1 0.3 0.2 0.0072
O -0.2370 1.0832 0.9430 0.3 -1.0 -0.4 0.0191
C -0.5975 0.0358 0.4673 -0.5 0.3 -1.4 -0.0106
H -2.9428 1.3393 0.5028 0.0 -0.2 0.1 0.0008
C -2.8913 0.3879 1.0425 -0.4 0.5 0.5 -0.0014
C 1.4693 -0.6601 -0.1771 2.0 -0.3 0.5 0.0281
O -1.8485 -0.4293 0.4946 -0.1 -0.8 -0.2 -0.0029
Li -1.4401 -2.1478 -0.5547 0.2 0.3 0.1 0.0004
Ru 2.1675 1.5328 -0.1072 -0.3 -0.6 0.1 4.9729
H -2.6860 0.5626 2.1041 -0.1 0.0 -0.3 0.0006
C 2.1329 -1.8003 0.0445 -0.1 0.6 -0.3 -0.0273
```
Positions in Å, forces in eV/Å.

Values from the calculation:
total charge = +1
HOMO energy (alpha / beta) = -9.72 / -12.67 eV
expectation value of S² = 8.7548
spin multiplicity = 6
gap between HOMO and LUMO (alpha / beta) = 5.388 / 7.999 eV